# 1
Computed, not measured: 3 unconnected molecules or ions with the total composition C4H11NO at a distorted geometry, with wB97M-V/def2-TZVPD.

## Properties
orbital gap: 7.74 eV
E_LUMO: -0.58 eV
HOMO energy: -8.31 eV

Geometry (Å):
C: 0.85650 0.55577 1.12486
C: 0.38190 -0.57603 0.18028
C: -0.90987 -0.70924 -0.16760
N: -2.00358 -0.29725 0.71033
C: 1.54361 -1.46299 -0.23547
H: 1.28314 1.31718 0.42303
H: 0.02113 1.11805 1.55753
H: 1.72053 0.34819 1.77017
H: -1.79168 -0.38979 -1.71526
H: -2.39955 0.53610 0.21830
H: -1.73798 0.07122 1.63232
H: 2.53347 -1.00757 -0.22459
H: 1.54188 -2.31096 0.48381
H: 1.15667 -1.90402 -1.17654
H: -1.05863 2.11747 -2.02733
H: -0.77525 0.88401 -1.07128
O: -0.36228 1.70987 -1.48256

These are the Mulliken partial charges, in e, on atoms 1 to 5:
1 C -1.299
2 C 0.745
3 C -0.541
4 N -0.434
5 C -1.276


# 2
Computed, not measured: a molecular structure, C28H37AsN7SSeTc at a distorted geometry, with wB97M-V/def2-TZVPD.

## Properties
2S+1: 2
orbital gap (alpha / beta): 3.90 / 6.00 eV
E_LUMO (alpha / beta): -10.26 / -10.25 eV
net charge: +3
HOMO energy (alpha / beta): -14.16 / -16.25 eV
<S²>: 0.755

Geometry (Å):
Tc: -0.22594 -0.12641 -0.02964
N: -0.91320 1.12651 1.64757
C: -0.07614 1.03483 2.88782
C: 1.31297 0.60102 2.49919
N: 1.22860 -0.58066 1.58914
C: 2.55987 -0.79583 0.94919
C: 2.39942 -1.68493 -0.25995
N: 1.37068 -1.07496 -1.14961
C: 0.84368 -1.81339 2.36396
C: -0.53948 -2.38096 2.07023
N: -0.84953 -2.18533 0.64458
H: -1.87787 0.90642 1.88831
H: -0.91834 2.10370 1.36693
H: -0.04038 2.00293 3.38670
H: -0.53679 0.33186 3.57335
H: 1.81475 1.40238 1.95847
H: 1.91021 0.36119 3.38347
H: 2.93752 0.18292 0.64854
H: 3.27166 -1.22146 1.66144
H: 3.34821 -1.80479 -0.78379
H: 2.06754 -2.68482 0.02229
H: 1.82110 -0.39851 -1.76776
H: 0.99646 -1.78887 -1.77326
H: 1.56666 -2.59944 2.14550
H: 0.92838 -1.62020 3.43542
H: -0.53356 -3.44190 2.33833
H: -2.51350 -1.62332 2.32077
H: -0.32137 -2.87605 0.11359
H: -1.82150 -2.44021 0.46290
C: 2.21903 5.03266 2.34328
C: 3.11609 4.25871 1.61867
C: 2.65848 3.40791 0.62033
C: 1.29665 3.33447 0.34457
C: 0.39931 4.12918 1.05632
C: 0.86124 4.97579 2.05677
As: 0.62219 2.07406 -0.96339
C: -0.43784 3.20469 -2.10464
C: -1.67464 3.77137 -1.84216
C: -2.20224 4.69368 -2.73963
C: -1.49266 5.02878 -3.88701
C: -0.26397 4.43938 -4.15936
C: 0.27412 3.51695 -3.26859
C: 1.58319 2.83815 -3.41649
C: 2.43772 2.96406 -4.50605
C: 3.66339 2.31215 -4.50990
C: 4.05834 1.53959 -3.42553
C: 3.21267 1.40415 -2.33078
C: 1.97544 2.03921 -2.33311
H: 2.58056 5.69995 3.11396
H: 4.17700 4.33052 1.81894
H: 3.37358 2.83449 0.03995
H: -0.65555 4.14965 0.79767
H: 0.16606 5.60823 2.59324
H: -2.22905 3.52478 -0.94309
H: -3.15166 5.17002 -2.53238
H: -1.89436 5.76537 -4.57055
H: 0.27614 4.72397 -5.05349
H: 2.16334 3.58066 -5.35209
H: 4.32417 2.42113 -5.35928
H: 5.02724 1.05871 -3.42691
H: 3.55722 0.83732 -1.47063
S: -2.01326 -0.36308 -1.42362
C: -2.38292 0.61855 -2.83495
N: -1.59777 0.79112 -3.87541
C: -2.27933 1.51720 -4.96501
C: -3.67540 1.78626 -4.35819
N: -3.56574 1.15849 -3.02822
H: -0.65401 0.44715 -3.92790
H: -2.32312 0.89422 -5.85544
H: -1.74491 2.43686 -5.18905
H: -4.47770 1.32181 -4.92648
H: -3.87770 2.84947 -4.25049
H: -4.33173 1.06436 -2.38049
Se: -0.97316 -1.95652 5.64335
C: -1.69932 -1.72519 4.13258
N: -1.64190 -1.74571 2.82889

These are the Mulliken partial charges, in e, on atoms 1 to 5:
1 Tc -0.044
2 N -0.549
3 C -0.397
4 C -0.686
5 N 0.757


# 3
Computed, not measured: 35 unconnected molecules or ions with the total composition C6H83N4O39P at a distorted geometry, with wB97M-V/def2-TZVPD.

## Properties
orbital gap: 9.01 eV
E_LUMO: -0.59 eV
HOMO energy: -9.59 eV

Geometry (Å):
N: 3.83652 0.62710 3.09249
C: 3.24581 0.34774 1.94857
N: 3.78241 1.04949 0.74560
N: 2.09874 -0.54837 1.74891
C: 2.30502 -1.91421 2.32652
C: 1.71301 -3.08485 1.39467
C: 0.08573 -3.10071 1.37894
C: -0.46530 -2.28863 0.10369
O: -1.92386 -2.27823 0.03021
C: -2.50320 -1.58644 1.11635
O: -1.88669 -0.66660 1.70922
O: -3.82222 -2.01724 1.49321
P: -4.88788 -0.68021 1.66578
N: -4.54037 0.21420 2.95331
O: -4.86371 0.28776 0.25155
O: -6.47061 -1.32736 1.81680
H: 3.33953 0.09844 3.82841
H: 4.72511 0.70990 0.51467
H: 3.12344 0.97311 -0.04557
H: 2.07917 -0.71219 0.71898
H: 3.39641 -2.14275 2.61784
H: 1.70760 -1.97140 3.31777
H: 2.00960 -4.07548 1.91403
H: 2.16931 -3.12679 0.34900
H: -0.36166 -2.75369 2.37277
H: -0.27674 -4.19171 1.24511
H: 0.01519 -1.24605 0.06924
H: -0.09273 -2.84316 -0.85114
H: -3.71207 -0.17169 3.43142
H: -5.19006 1.17737 0.54926
H: -6.34680 -2.12789 2.37841
O: 1.88601 1.64301 -1.75107
H: 2.25852 2.50206 -1.99909
H: 1.12282 1.53978 -2.33470
O: 3.20297 1.33192 5.99081
H: 3.47205 2.04274 5.39637
H: 3.00502 1.78628 6.82395
O: -5.13806 -1.64030 5.72276
H: -5.17601 -1.28069 4.82703
H: -4.58552 -1.01210 6.20363
O: 1.79478 3.37128 4.88604
H: 1.57988 2.77353 4.15730
H: 0.93629 3.57878 5.27779
O: -1.76883 -3.74487 3.60270
H: -2.68151 -3.43061 3.55754
H: -1.85688 -4.70360 3.73626
O: 1.67332 -2.42380 -2.25569
H: 1.54873 -3.17329 -2.85350
H: 1.47282 -1.65216 -2.80259
O: 0.27496 0.37644 -4.24951
H: -0.44726 1.00353 -4.37754
H: 0.03143 -0.37839 -4.80491
O: -0.91877 -1.67973 -6.10445
H: -1.64261 -1.05210 -6.23508
H: -1.15991 -2.43345 -6.65771
O: 5.10045 1.11009 8.20436
H: 4.63366 0.76286 7.43117
H: 4.39459 1.30638 8.83476
O: -2.04702 -6.48334 4.84968
H: -1.94491 -6.58453 5.80497
H: -2.51853 -7.27990 4.57648
O: 4.57917 3.72481 1.77474
H: 4.69107 3.67386 2.73213
H: 4.12134 2.89837 1.54767
O: -2.76791 0.84981 -6.30063
H: -2.50339 1.55627 -6.90716
H: -2.95632 1.31105 -5.47287
O: -2.48669 -1.69246 -2.85254
H: -2.37813 -1.78887 -1.89588
H: -2.95783 -2.49193 -3.11608
O: -2.01225 -2.35572 -8.59885
H: -1.64081 -1.49644 -8.84918
H: -2.77184 -2.46242 -9.18551
O: -1.11370 3.32262 -7.00388
H: -1.16672 3.63498 -7.91790
H: -0.56004 3.97975 -6.56436
O: 3.44843 -4.82113 -2.92514
H: 3.40215 -4.46348 -3.82231
H: 4.01451 -4.19682 -2.45496
O: -2.72298 3.87790 -9.58725
H: -3.44310 4.50793 -9.71657
H: -2.96688 3.12678 -10.14170
O: -5.29998 0.60169 -7.75949
H: -5.63549 -0.28216 -7.95048
H: -4.49331 0.44302 -7.24523
O: -1.19170 -6.05464 0.64102
H: -1.89696 -5.40342 0.53338
H: -1.44763 -6.77576 0.05220
O: -6.79776 0.46714 -2.43030
H: -7.13294 -0.40664 -2.66462
H: -6.00188 0.28163 -1.91393
O: 0.21028 0.50525 -7.72783
H: 0.07929 1.20748 -7.07685
H: 0.16776 -0.31138 -7.20757
O: 4.68157 3.96662 10.03183
H: 4.60084 4.21851 9.10285
H: 5.43696 3.36498 10.04667
O: 1.75553 3.20602 7.89725
H: 1.71044 3.53058 6.98742
H: 2.30688 3.85866 8.35196
O: 0.80259 -3.18611 -9.05319
H: -0.11936 -2.89601 -9.10805
H: 0.73951 -4.13324 -8.87941
O: -4.80088 3.73479 -7.95957
H: -5.13383 2.84500 -8.14561
H: -3.99617 3.58143 -7.44955
O: -1.48627 -4.37443 6.44295
H: -1.52365 -4.01550 5.54551
H: -0.92321 -3.75573 6.92348
O: 2.47751 -3.41988 -5.74351
H: 2.86874 -2.56190 -5.95173
H: 1.71548 -3.47750 -6.33281
O: -4.36687 3.20882 3.14878
H: -5.28137 3.51194 3.09981
H: -4.44320 2.25017 3.27571
O: 3.39268 6.00904 8.57995
H: 3.66172 6.72071 7.98596
H: 3.19737 6.45931 9.41141
O: 7.03570 -0.98987 8.72887
H: 6.31452 -0.35394 8.59818
H: 6.79654 -1.73358 8.16378
O: 0.43948 5.02381 -9.28921
H: 0.48879 5.98677 -9.33106
H: -0.45133 4.82152 -9.60976
O: 2.23194 4.51325 -1.92231
H: 2.49139 5.22080 -2.52467
H: 2.04539 4.96966 -1.08955
O: 2.11338 5.59411 1.71981
H: 1.65713 4.94341 2.26633
H: 3.04685 5.34387 1.78891
O: 3.22517 -1.24533 7.93465
H: 3.11957 -2.01523 7.36264
H: 3.01355 -0.49778 7.35934

These are the Mulliken partial charges, in e, on atoms 1 to 5:
1 N -0.617
2 C 0.388
3 N -0.492
4 N 0.055
5 C -0.612


# 4
Computed, not measured: 8 unconnected molecules or ions with the total composition C49H111F6N6OP at a distorted geometry, with wB97M-V/def2-TZVPD.

## Properties
orbital gap: 7.75 eV
E_LUMO: -7.24 eV
net charge: +4
HOMO energy: -14.99 eV

Geometry (Å):
C: -11.97845 4.05983 9.97163
O: -12.00280 2.88190 9.24568
H: -11.84423 3.82908 11.04449
H: -11.19572 4.75335 9.61123
H: -12.96977 4.57173 9.96635
C: -10.59721 -0.09814 9.69286
C: -10.43806 -0.35198 11.19365
C: -10.80834 0.85444 12.08655
N: -11.15804 0.46235 13.52218
C: -12.64726 0.12695 13.64427
C: -10.83823 1.63380 14.42187
C: -10.05679 1.03390 15.58859
C: -10.26468 -0.50214 15.55379
C: -10.34203 -0.70978 14.04888
H: -10.29537 -0.95740 9.09144
H: -10.09207 0.81437 9.37862
H: -11.65525 0.01402 9.45027
H: -9.43019 -0.69287 11.42850
H: -11.10545 -1.18004 11.44654
H: -11.65319 1.41424 11.68285
H: -9.97093 1.54889 12.08538
H: -12.83768 -0.68095 12.94098
H: -13.07301 1.03605 13.22527
H: -12.99546 -0.10780 14.64336
H: -11.77027 2.14792 14.66497
H: -10.26281 2.48971 14.06653
H: -10.19989 1.41802 16.59968
H: -9.01102 1.31982 15.44914
H: -11.18703 -0.83313 16.02377
H: -9.36907 -0.96230 15.96088
H: -10.87811 -1.63007 13.82443
H: -9.34306 -0.73261 13.62284
C: -11.14156 0.76604 5.98154
C: -9.75037 0.21271 5.58730
C: -9.81710 -0.63959 4.31164
N: -8.54832 -1.31292 3.96195
C: -7.51479 -0.26596 3.64144
C: -8.78290 -2.18032 2.76388
C: -7.71226 -3.25769 2.74428
C: -7.52474 -3.60234 4.22525
C: -8.12320 -2.39825 5.01690
H: -11.92566 0.01411 5.97899
H: -11.34643 1.58826 5.28657
H: -11.04810 1.26798 6.94717
H: -9.58527 -0.49447 6.40942
H: -8.93593 0.93351 5.63630
H: -10.18234 -0.06826 3.45790
H: -10.57826 -1.36385 4.60500
H: -8.05124 0.60117 3.26712
H: -6.78799 -0.54620 2.88033
H: -6.92156 -0.07117 4.53192
H: -8.78977 -1.58438 1.85092
H: -9.78460 -2.59136 2.89877
H: -6.80524 -2.74931 2.40497
H: -7.91915 -4.02116 2.00096
H: -6.46684 -3.52720 4.46347
H: -7.98990 -4.56665 4.40328
H: -7.47345 -1.95509 5.76407
H: -9.05907 -2.70271 5.48265
C: -8.92585 4.58526 6.30919
C: -8.17158 5.05840 7.53799
C: -7.35494 3.99606 8.23880
N: -6.49810 4.44940 9.40086
C: -5.28347 5.10899 8.81639
C: -6.16681 3.37254 10.40578
C: -7.25179 3.41606 11.46140
C: -8.20013 4.61980 11.07615
C: -7.18095 5.45273 10.32682
H: -9.73151 3.87322 6.49410
H: -8.26763 4.08722 5.58525
H: -9.27252 5.46221 5.76436
H: -8.99997 5.43691 8.14517
H: -7.54198 5.89360 7.22334
H: -6.74726 3.44272 7.52341
H: -8.08171 3.27917 8.63051
H: -4.58618 5.49638 9.55020
H: -5.57090 5.84246 8.06242
H: -4.81022 4.39372 8.13896
H: -5.14410 3.57578 10.73009
H: -5.95724 2.41779 9.91622
H: -6.77166 3.77100 12.37439
H: -7.74888 2.48104 11.69930
H: -8.63862 4.99903 11.99627
H: -9.04306 4.34190 10.43881
H: -6.45949 5.79983 11.06740
H: -7.53859 6.31070 9.76240
C: -11.72713 6.49927 7.27366
C: -13.05754 5.70956 7.34941
C: -13.02696 4.32586 6.71950
N: -14.42380 3.73909 6.56365
C: -15.06343 3.58095 7.93492
C: -14.39196 2.42295 5.79756
C: -15.69399 2.34140 4.95320
C: -16.35906 3.70098 5.03959
C: -15.27810 4.58893 5.62460
H: -11.38514 6.67303 6.25132
H: -11.04780 5.98436 7.94903
H: -11.87628 7.53624 7.57665
H: -13.86466 6.29990 6.91093
H: -13.22941 5.65712 8.42637
H: -12.58534 3.63398 7.44535
H: -12.50287 4.30393 5.76651
H: -14.28011 3.14045 8.55509
H: -15.93333 3.01628 7.61194
H: -15.19165 4.56972 8.36948
H: -14.39891 1.62241 6.53711
H: -13.48132 2.29295 5.21867
H: -16.27579 1.53556 5.39972
H: -15.46745 1.99826 3.94530
H: -17.21012 3.64740 5.72079
H: -16.77782 4.06988 4.10636
H: -15.71124 5.39837 6.21077
H: -14.53838 4.99583 4.93698
C: -15.05931 7.70425 13.41706
C: -14.08908 8.20787 12.33196
C: -12.86206 7.33060 12.30754
N: -11.71050 8.03084 11.58537
C: -12.12037 8.63868 10.28089
C: -10.48398 7.12785 11.47623
C: -9.28242 7.86050 11.98484
C: -9.68450 9.35712 12.05548
C: -11.14054 9.17441 12.43078
H: -15.13803 8.42006 14.24067
H: -14.95262 6.73056 13.89711
H: -16.12649 7.74526 13.16177
H: -13.80797 9.23158 12.58687
H: -14.61331 8.30063 11.37892
H: -13.09386 6.40623 11.77977
H: -12.52988 7.13835 13.32361
H: -12.72404 7.90181 9.75267
H: -11.17667 8.91806 9.82779
H: -12.80706 9.45527 10.48229
H: -10.47959 6.87207 10.40837
H: -10.48955 6.10962 11.86591
H: -8.35576 7.67134 11.43820
H: -8.98955 7.44313 12.95171
H: -9.55909 9.74359 11.04420
H: -9.16070 9.98838 12.76628
H: -11.57922 10.13320 12.15130
H: -11.38380 8.84628 13.43862
C: -18.88487 1.78487 14.32339
C: -17.61988 2.06447 13.52245
C: -17.69492 3.41608 12.79382
N: -16.39231 4.15297 12.57348
C: -16.68710 5.39607 11.76437
C: -15.36113 3.30128 11.86686
C: -14.27536 2.85475 12.82384
C: -14.24522 4.14469 13.68791
C: -15.68582 4.47258 13.90522
H: -19.05634 2.58387 15.04920
H: -18.90567 0.83800 14.85847
H: -19.78455 1.76609 13.70230
H: -17.62823 1.34348 12.70366
H: -16.81127 1.89596 14.23306
H: -18.36767 4.16496 13.21614
H: -18.17499 3.18613 11.84127
H: -17.46247 6.00640 12.22361
H: -16.96408 5.08976 10.76102
H: -15.79005 6.01292 11.81237
H: -14.82852 3.86947 11.09538
H: -15.73866 2.49008 11.23998
H: -13.28240 2.60626 12.45557
H: -14.62321 1.95923 13.34528
H: -13.72008 4.90958 13.11579
H: -13.68658 3.90503 14.59198
H: -15.81045 5.52682 14.15623
H: -16.16520 3.94618 14.72779
P: -10.68451 5.05764 14.81656
F: -11.08571 3.51618 15.08222
F: -11.97390 5.59600 15.63701
F: -9.80660 5.04113 16.14712
F: -10.27082 6.60862 14.47364
F: -9.39859 4.61953 13.90229
F: -11.62341 5.07930 13.47383

These are the Mulliken partial charges, in e, on atoms 1 to 5:
1 C 2.087
2 O -1.317
3 H -0.479
4 H -0.653
5 H -0.922


# 5
Computed, not measured: a molecular structure, C27H30ClFN6O2PSiTi at a distorted geometry, with wB97M-V/def2-TZVPD.

## Properties
2S+1: 3
orbital gap (alpha / beta): 4.00 / 6.27 eV
E_LUMO (alpha / beta): 2.44 / 2.36 eV
net charge: -1
HOMO energy (alpha / beta): -1.56 / -3.91 eV
<S²>: 2.011

Geometry (Å):
Ti: -0.64901 0.21942 -0.77154
C: 5.41480 -1.46334 -0.78556
N: 4.59115 -0.26003 -0.69073
C: 5.07892 1.01722 -0.60938
C: 3.98437 1.82364 -0.48755
N: 2.83770 1.06353 -0.49277
C: 3.21944 -0.18832 -0.60544
P: 2.23656 -1.75439 -0.83314
C: 1.16489 -1.62724 0.66647
N: 0.10140 -0.81149 0.88750
C: -0.61478 -1.33835 1.94402
C: -0.01168 -2.46115 2.38435
N: 1.10449 -2.63917 1.58353
C: 2.02881 -3.74266 1.68393
C: 1.29541 -1.25160 -2.32007
N: 0.59033 -0.13444 -2.52625
C: 0.01944 -0.23845 -3.77780
C: 0.36141 -1.42333 -4.33161
N: 1.16159 -2.05894 -3.40262
C: 1.82885 -3.33237 -3.57968
H: 6.46111 -1.16495 -0.76149
H: 5.21941 -2.13188 0.04833
H: 5.21888 -2.00216 -1.70841
H: 6.13703 1.22411 -0.64408
H: 3.95486 2.89970 -0.38650
H: -1.52350 -0.87521 2.28761
H: -0.26442 -3.14669 3.17589
H: 1.71840 -4.38535 2.50385
H: 2.03515 -4.31972 0.75741
H: 3.04418 -3.39194 1.87260
H: -0.61346 0.53368 -4.17983
H: 0.11954 -1.87238 -5.27992
H: 1.48046 -3.78722 -4.50407
H: 2.91106 -3.20489 -3.62564
H: 1.59423 -3.99188 -2.74308
Cl: 3.07577 4.06950 5.15082
C: 2.22727 3.79055 3.64532
C: 1.98795 4.85945 2.80366
C: 1.30712 4.62687 1.61110
C: 0.89204 3.35376 1.27799
C: 1.13942 2.29795 2.12879
C: 1.81323 2.51301 3.33176
C: 0.14690 3.17820 -0.04527
O: -0.11926 4.14803 -0.71085
O: -0.17565 1.94722 -0.34999
H: 2.32513 5.85141 3.07429
H: 1.09358 5.43574 0.92250
H: 0.81711 1.30485 1.85044
H: 2.01642 1.69343 4.00775
F: -1.39914 -1.43934 -1.27412
C: -3.53904 2.65639 0.26301
Si: -3.12444 1.03923 -0.61800
C: -3.93964 1.25088 -2.30453
C: -4.26010 -0.21976 0.23646
C: -4.71118 -0.05088 1.55209
C: -5.46033 -1.02703 2.20800
C: -5.78230 -2.21295 1.55964
C: -5.34684 -2.40913 0.25144
C: -4.59812 -1.42988 -0.39241
H: -4.61951 2.85221 0.25253
H: -3.02238 3.48818 -0.23191
H: -3.19987 2.65347 1.30632
H: -5.01508 1.43626 -2.19208
H: -3.80680 0.37027 -2.94377
H: -3.49304 2.10749 -2.82481
H: -4.47670 0.86947 2.08058
H: -5.79630 -0.85770 3.22566
H: -6.36005 -2.97723 2.06724
H: -5.58538 -3.33302 -0.26426
H: -4.24780 -1.61869 -1.40370

These are the Mulliken partial charges, in e, on atoms 1 to 5:
1 Ti -0.018
2 C -0.836
3 N 0.398
4 C -0.401
5 C -0.733